66
Properties=species:S:1:pos:R:3:forces:R:3 method="wB97M-V/def2-TZVPD" e_tot_ha=-2178.03772 charge=+2 fmax_ha_per_bohr=0.019 homo_lumo_gap_ev=6.85 relative_energy_ev=0.000 homo_energy_ev=-13.5
Mo 2.558 -0.322 1.158 0.3132 -0.0735 -0.3147
O 3.583 -1.594 4.938 -0.0306 0.0109 -0.0273
C 3.274 -1.479 3.791 0.0639 -0.0586 -0.0076
N 3.211 -0.284 3.042 -0.1044 -0.0316 0.0905
C 3.704 0.920 3.595 0.0510 0.0193 -0.0374
O 3.969 1.135 4.738 -0.0081 0.0016 0.0078
C 3.901 1.960 2.521 -0.1232 0.0720 0.0576
C 4.444 3.194 2.799 -0.0192 -0.0251 0.0205
C 4.567 4.108 1.759 0.0077 0.0179 -0.0136
C 4.131 3.761 0.488 -0.0057 -0.0024 -0.0102
C 3.599 2.503 0.282 0.1164 -0.1772 0.0091
N 3.494 1.618 1.285 0.0691 -0.1704 -0.0608
C 2.933 -2.674 2.935 -0.1078 0.0205 0.0515
C 2.913 -3.944 3.467 -0.0016 0.0141 0.0021
C 2.549 -4.999 2.642 -0.0009 -0.0003 -0.0061
C 2.208 -4.740 1.322 -0.0100 0.0010 -0.0050
C 2.263 -3.440 0.857 0.0861 -0.0219 -0.0695
N 2.628 -2.423 1.649 0.1988 0.0503 -0.0583
H 4.756 3.413 3.810 0.0013 -0.0069 0.0003
H 5.002 5.081 1.940 -0.0021 0.0019 -0.0011
H 4.215 4.448 -0.342 -0.0012 0.0011 0.0005
H 3.246 2.143 -0.678 0.0178 0.2450 -0.1072
H 3.176 -4.077 4.507 0.0014 0.0060 0.0014
H 2.526 -6.010 3.025 0.0006 -0.0008 -0.0003
H 1.909 -5.534 0.653 0.0000 0.0020 -0.0014
H 2.013 -3.193 -0.167 0.0210 -0.0068 -0.0102
N 0.438 1.269 -4.638 0.0048 0.0007 0.0001
C 0.711 1.618 -3.378 0.0021 0.0339 -0.0159
N -0.069 2.563 -2.824 -0.0761 -0.0842 0.0306
S 1.979 0.886 -2.542 0.0291 -0.1762 0.1850
H -0.264 1.733 -5.192 0.0106 0.0098 -0.0049
H 1.046 0.610 -5.092 -0.0071 -0.0055 0.0038
H -0.778 3.048 -3.348 0.0302 0.0280 -0.0142
H 0.137 2.869 -1.889 0.0342 0.0312 -0.0099
C -4.744 -3.853 -1.979 -0.0005 0.0010 -0.0020
C -3.766 -2.710 -1.972 0.0056 0.0061 -0.0168
C -2.528 -2.862 -2.588 -0.0027 0.0048 -0.0054
C -1.605 -1.828 -2.624 -0.0093 -0.0112 -0.0007
C -1.912 -0.613 -2.041 -0.0139 0.0209 -0.0200
C -3.138 -0.465 -1.404 0.0053 -0.0509 0.0788
N -3.486 0.794 -0.810 -0.0368 0.0510 -0.0654
C -2.650 1.722 -0.306 0.0752 -0.0356 -0.0283
C -2.959 3.096 -0.430 -0.0272 0.0165 0.0493
C -2.092 4.058 0.007 -0.0023 -0.0171 -0.0001
C -0.847 3.730 0.594 -0.0046 0.0096 0.0054
C -0.527 2.423 0.788 -0.0454 0.0183 0.1081
C -1.436 1.407 0.385 0.1633 0.0801 -0.0761
C -1.318 0.091 0.794 -0.8365 0.3419 -0.3490
O -1.594 -0.959 1.089 0.2876 -0.3883 0.3008
O 0.942 -0.109 0.904 -0.1827 0.2176 0.3596
C -4.081 -1.490 -1.355 0.0211 -0.0065 0.0540
C -5.394 -1.260 -0.656 0.0005 0.0109 -0.0107
H -4.329 -4.709 -2.506 0.0000 -0.0004 -0.0014
H -5.676 -3.576 -2.474 -0.0013 0.0006 0.0022
H -4.995 -4.174 -0.966 0.0029 -0.0025 0.0008
H -2.292 -3.806 -3.062 0.0018 -0.0018 0.0042
H -0.654 -1.956 -3.126 -0.0005 -0.0023 -0.0008
H -1.208 0.209 -2.091 -0.0026 0.0091 -0.0026
H -4.414 1.128 -1.030 0.0296 0.0232 -0.0606
H -3.887 3.373 -0.915 -0.0036 -0.0001 0.0036
H -2.360 5.099 -0.119 0.0046 0.0010 -0.0021
H -0.177 4.513 0.918 0.0002 0.0015 -0.0070
H 0.387 2.140 1.284 0.0135 -0.0185 -0.0045
H -5.241 -0.881 0.356 -0.0021 0.0053 -0.0013
H -5.979 -2.170 -0.585 0.0030 -0.0029 0.0078
H -6.011 -0.531 -1.191 -0.0034 -0.0069 -0.0051

---

58
Properties=species:S:1:pos:R:3:forces:R:3 method="wB97M-V/def2-TZVPD" e_tot_ha=-1337.91040 fmax_ha_per_bohr=0.106 homo_lumo_gap_ev=8.64 relative_energy_ev=5.994 homo_energy_ev=-8.7
C 1.462 -1.680 -2.503 0.0181 -0.2379 1.6377
C 2.839 -1.102 -1.897 0.3284 -2.4783 0.9004
C 2.774 -0.758 -0.419 0.7129 -0.5041 1.6038
C 3.519 -1.533 0.455 -0.4431 0.8647 -5.3794
N 1.996 0.362 -0.010 0.5026 -0.5359 -0.6928
N 0.570 -0.540 -2.628 1.9961 2.1835 3.2382
H 1.629 -2.249 -3.394 0.2776 0.4128 -1.0670
H 0.916 -2.463 -1.892 1.3342 0.7634 0.1455
H 3.312 -0.268 -2.401 -0.6623 0.3098 -0.7058
H 3.667 -1.898 -1.858 -1.5147 0.7893 -0.6663
H 3.469 -1.401 1.448 0.0421 0.3764 3.5148
H 4.276 -2.197 -0.024 -0.8891 0.3737 0.9035
H 2.249 0.982 0.757 -0.2703 -0.7533 -0.2334
H 1.145 0.560 -0.528 0.7892 0.3094 0.5584
H 0.339 -0.230 -1.603 0.6242 -0.8116 -2.6572
H -0.346 -0.605 -2.910 -2.4838 -1.2797 -1.5346
H -2.833 0.044 1.322 2.2378 0.7561 -0.6164
H -3.933 0.274 2.218 -0.2487 0.0118 0.2913
O -3.687 -0.269 1.471 -2.3457 -1.2481 -0.0420
H 1.716 0.032 2.724 -0.8273 -1.3032 -0.3522
H 3.151 0.616 2.839 -2.5645 0.5292 0.5222
O 2.157 0.806 3.020 3.6395 0.8522 -0.1472
H -3.416 -3.293 -0.669 1.4802 -0.4603 -0.3475
H -4.619 -2.692 -0.191 0.2597 -2.2512 0.4183
O -4.196 -3.620 -0.245 -1.7362 2.6452 0.1364
H 4.071 2.542 -1.397 3.3944 -1.5122 0.7398
H 2.609 2.336 -1.024 1.2778 0.6727 -0.9008
O 3.252 2.881 -1.564 -4.6536 0.7596 0.0975
H -0.100 -4.473 -0.475 -3.2643 -0.7265 -1.2511
H 0.652 -3.444 0.224 -0.1806 2.5552 1.1036
O 0.722 -4.277 -0.149 3.4653 -1.8961 0.1618
H -3.577 0.122 -3.786 -2.1684 1.2454 0.1946
H -2.342 -0.096 -4.620 -1.1428 -0.9823 2.7443
O -2.802 -0.376 -3.726 3.4060 -0.3296 -2.8165
H -0.815 -0.837 3.668 -1.1382 0.3877 -0.6334
H 0.400 -1.255 4.165 1.5285 -0.5604 0.9459
O 0.057 -1.017 3.321 -0.5315 -0.0243 -0.0984
H -1.627 2.143 3.026 -2.6820 -1.9779 0.1518
H -3.098 2.327 2.685 -1.0019 0.9911 -0.6700
O -2.564 1.602 2.953 3.8933 0.9951 0.8733
H -2.453 4.264 0.511 0.6298 -0.6319 0.4648
H -1.390 3.278 1.031 2.2957 -1.8881 -1.7882
O -2.060 3.831 1.292 -3.1902 2.9852 1.3691
H -0.814 0.307 1.819 -0.0173 -1.2486 -3.0093
H -0.207 -0.980 1.171 -0.9290 1.9039 -0.7954
O -0.722 -0.149 0.866 0.7770 -0.4831 4.2227
H -0.615 1.458 0.064 0.1126 -1.3168 0.0168
H -0.571 2.132 -1.331 0.5010 -1.2358 -3.5717
O -0.762 2.231 -0.452 -0.9346 2.2297 3.9631
H 0.564 2.160 2.767 3.6124 -1.5980 -2.8338
H 0.140 3.361 3.527 0.1490 0.9163 0.1471
O -0.049 2.453 3.344 -3.5371 0.9032 2.7595
H -1.577 -1.463 -0.136 -0.1403 1.7229 1.9852
H -2.157 -1.814 -1.437 1.8954 -1.0760 1.2565
O -1.478 -2.156 -0.740 -2.0286 -0.7191 -3.6846
H 0.691 1.316 -3.330 -2.4030 2.2118 2.1010
H 0.474 2.687 -2.459 1.9244 1.9269 0.5032
O -0.008 2.032 -2.892 0.8234 -3.5141 -3.1769

---

20
Properties=species:S:1:pos:R:3:forces:R:3 method="wB97M-V/def2-TZVPD" e_tot_ha=-361.68868 charge=+1 fmax_ha_per_bohr=0.099 homo_lumo_gap_ev=8.93 smiles="CN1C=[N+](C)CN1C" relative_energy_ev=2.162 homo_energy_ev=-12.5
C -1.915 1.551 0.165 -0.6832 0.3393 -0.0959
N -0.757 0.726 -0.002 4.8179 1.4174 -0.9073
C 0.588 1.144 -0.145 -4.1953 -2.1252 0.5452
N 1.395 0.130 0.038 -0.9296 0.5674 -0.1019
C 2.829 0.144 -0.060 0.8563 0.2452 0.0613
C 0.628 -1.068 0.359 -0.0388 -0.7416 0.3759
N -0.765 -0.623 0.396 0.1823 0.0688 0.4948
C -1.701 -1.475 -0.310 -0.0959 -0.1264 -0.2475
H -2.560 1.516 -0.719 0.0854 -0.0403 0.1457
H -2.474 1.194 1.031 0.0557 0.0615 0.0221
H -1.616 2.583 0.331 0.0356 -0.0272 0.0119
H 0.881 2.151 -0.363 0.0159 0.3080 -0.0423
H 3.151 0.668 -0.959 -0.0406 -0.1064 0.0019
H 3.198 -0.879 -0.091 -0.0468 0.0272 -0.0532
H 3.265 0.645 0.807 -0.0242 -0.1254 -0.0277
H 0.925 -1.460 1.341 0.1161 0.0202 -0.2168
H 0.787 -1.853 -0.401 0.0026 0.1980 0.0798
H -2.644 -0.947 -0.428 -0.0772 -0.0627 0.0280
H -1.337 -1.794 -1.294 0.0113 0.1011 -0.0340
H -1.876 -2.355 0.306 -0.0475 0.0012 -0.0402

---

What did the third record say?
20
Properties=species:S:1:pos:R:3:forces:R:3 method="wB97M-V/def2-TZVPD" e_tot_ha=-361.68868 charge=+1 fmax_ha_per_bohr=0.099 homo_lumo_gap_ev=8.93 smiles="CN1C=[N+](C)CN1C" relative_energy_ev=2.162 homo_energy_ev=-12.5
C -1.915 1.551 0.165 -0.6832 0.3393 -0.0959
N -0.757 0.726 -0.002 4.8179 1.4174 -0.9073
C 0.588 1.144 -0.145 -4.1953 -2.1252 0.5452
N 1.395 0.130 0.038 -0.9296 0.5674 -0.1019
C 2.829 0.144 -0.060 0.8563 0.2452 0.0613
C 0.628 -1.068 0.359 -0.0388 -0.7416 0.3759
N -0.765 -0.623 0.396 0.1823 0.0688 0.4948
C -1.701 -1.475 -0.310 -0.0959 -0.1264 -0.2475
H -2.560 1.516 -0.719 0.0854 -0.0403 0.1457
H -2.474 1.194 1.031 0.0557 0.0615 0.0221
H -1.616 2.583 0.331 0.0356 -0.0272 0.0119
H 0.881 2.151 -0.363 0.0159 0.3080 -0.0423
H 3.151 0.668 -0.959 -0.0406 -0.1064 0.0019
H 3.198 -0.879 -0.091 -0.0468 0.0272 -0.0532
H 3.265 0.645 0.807 -0.0242 -0.1254 -0.0277
H 0.925 -1.460 1.341 0.1161 0.0202 -0.2168
H 0.787 -1.853 -0.401 0.0026 0.1980 0.0798
H -2.644 -0.947 -0.428 -0.0772 -0.0627 0.0280
H -1.337 -1.794 -1.294 0.0113 0.1011 -0.0340
H -1.876 -2.355 0.306 -0.0475 0.0012 -0.0402